Entry 1:
ORCA calculation (ωB97M-V/def2-TZVPD) on a cluster of 9 separate species, C8H32ClN16O12 in total in a non-equilibrium geometry.

Geometry (Å):
1 Cl 0.06041 -0.17906 -0.35326
2 O 0.48713 1.11764 -0.05048
3 O 1.03754 -0.78545 -1.24455
4 O -0.04577 -0.84993 0.85673
5 O -1.24072 -0.15370 -0.95260
6 C 0.02703 -2.19489 5.07996
7 O 1.01907 -1.60321 5.38625
8 N -0.48067 -3.14844 5.79872
9 N -0.82201 -1.87264 4.08497
10 H 0.15414 -3.83208 6.18569
11 H -1.41740 -3.38351 5.50315
12 H -0.48449 -1.21296 3.39867
13 H -1.56718 -2.52516 3.88735
14 C 4.25762 2.52021 0.93927
15 O 5.21333 2.98293 1.54160
16 N 3.04709 2.38405 1.45369
17 N 4.32329 2.01430 -0.24742
18 H 2.70496 2.71832 2.34324
19 H 2.39604 1.91656 0.83912
20 H 3.55314 1.47735 -0.61978
21 H 5.19787 1.88121 -0.73477
22 C 0.15549 -4.71695 -0.48673
23 O -0.01165 -5.75654 0.06915
24 N -0.78876 -3.92987 -0.82785
25 N 1.30181 -4.40356 -1.06514
26 H -0.65977 -3.39997 -1.67795
27 H -1.69932 -4.01618 -0.39945
28 H 1.48570 -3.42639 -1.24243
29 H 1.91367 -5.13786 -0.73874
30 C -1.49330 4.60546 -1.80972
31 O -1.02725 4.62117 -2.91929
32 N -1.86018 5.67297 -1.17544
33 N -1.53052 3.54731 -1.04410
34 H -1.47103 6.53554 -1.52849
35 H -2.07952 5.54840 -0.19744
36 H -2.04583 3.59948 -0.17701
37 H -1.14310 2.65099 -1.30222
38 C -3.90957 1.84528 1.09659
39 O -3.77012 2.31977 -0.01285
40 N -4.74335 2.09705 2.01484
41 N -3.08174 0.92378 1.54219
42 H -5.42396 2.84107 2.07242
43 H -4.77613 1.45141 2.79083
44 H -2.34755 0.72751 0.87694
45 H -2.93222 0.89958 2.54077
46 C -3.40291 -2.54660 -3.48554
47 O -2.47250 -3.31974 -3.42651
48 N -4.51308 -2.92082 -4.05357
49 N -3.29417 -1.33015 -2.99403
50 H -5.22599 -2.20877 -4.12323
51 H -4.55620 -3.88135 -4.36280
52 H -2.41962 -1.12246 -2.53346
53 H -4.16139 -0.85730 -2.78324
54 C 3.79755 -1.73609 2.70691
55 O 4.42633 -2.37316 3.54587
56 N 2.57712 -1.34930 2.92365
57 N 4.18070 -1.42640 1.45300
58 H 1.92272 -0.98462 2.24625
59 H 2.21456 -1.74411 3.77967
60 H 3.59633 -0.61816 1.29380
61 H 5.17111 -1.34949 1.27061
62 C 2.26797 2.52598 -4.26192
63 O 2.81372 3.42207 -4.84284
64 N 1.29416 2.79121 -3.41300
65 N 2.70465 1.27411 -4.13320
66 H 1.06578 2.10886 -2.70425
67 H 0.84665 3.69462 -3.35233
68 H 2.09531 0.58746 -3.71207
69 H 3.58898 0.99326 -4.53217

**Total charge**: -1
**Orbital gap**: 8.809 eV
**Spin multiplicity**: 1
**Energy**: -2563.2617 a.u.



Entry 2:
ORCA calculation (ωB97M-V/def2-TZVPD) on a cluster of 9 separate species, C8H32ClN16O12 in total in a non-equilibrium geometry.

Geometry (Å):
1 Cl 6.34417 -26.95280 3.08689
2 O 6.68612 -28.02408 3.95087
3 O 7.45780 -26.81192 2.20482
4 O 5.19240 -27.26474 2.35770
5 O 6.25752 -25.66469 3.86113
6 C 11.52402 -30.69958 3.93088
7 O 11.25341 -31.07825 2.74666
8 N 11.18209 -29.54215 4.33326
9 N 11.57822 -31.44477 5.02603
10 H 10.58871 -29.02714 3.69862
11 H 11.53429 -29.09087 5.16537
12 H 11.83337 -32.35420 4.66836
13 H 11.83139 -31.08235 5.93414
14 C 10.99765 -24.06543 5.19745
15 O 12.01478 -23.91822 5.72593
16 N 9.91041 -23.87308 5.80866
17 N 10.80099 -24.30020 3.88713
18 H 9.13528 -24.09473 5.20028
19 H 9.79975 -23.69995 6.79753
20 H 11.66453 -24.44420 3.38348
21 H 9.91595 -24.39266 3.40938
22 C 2.27555 -23.39055 0.32455
23 O 1.47597 -22.74195 -0.29564
24 N 2.76623 -23.16933 1.49559
25 N 2.54051 -24.65655 0.01734
26 H 2.82520 -22.21470 1.82010
27 H 3.34594 -23.83166 1.99092
28 H 2.36572 -25.10590 -0.87014
29 H 3.27466 -25.11952 0.53385
30 C 6.28527 -26.27177 9.15411
31 O 7.42590 -26.61098 8.82462
32 N 5.19808 -25.98279 8.34836
33 N 5.94411 -26.20255 10.42810
34 H 5.51836 -25.91027 7.39325
35 H 4.49721 -25.37347 8.74538
36 H 4.98552 -25.95286 10.62518
37 H 6.56283 -26.67037 11.07496
38 C 4.43530 -26.25153 -3.70429
39 O 3.27116 -26.48691 -3.35610
40 N 4.74294 -25.52201 -4.71430
41 N 5.49013 -26.78500 -3.07993
42 H 4.03820 -25.05337 -5.26551
43 H 5.69811 -25.60872 -5.03087
44 H 6.45708 -26.73486 -3.36728
45 H 5.25548 -27.28783 -2.23600
46 C 7.61138 -34.40025 4.55103
47 O 6.54680 -34.88920 4.95345
48 N 8.40985 -34.99689 3.67921
49 N 7.82058 -33.14957 4.53660
50 H 8.15633 -35.96303 3.52958
51 H 9.32774 -34.57829 3.63049
52 H 8.57268 -32.76011 3.98635
53 H 7.36126 -32.51718 5.17630
54 C 2.74098 -30.46585 6.96270
55 O 1.79380 -31.01575 7.45009
56 N 3.12131 -30.48952 5.75629
57 N 3.49315 -29.71978 7.79851
58 H 3.76682 -29.76073 5.48741
59 H 2.73952 -31.21308 5.16402
60 H 4.06489 -29.02791 7.33530
61 H 3.32732 -29.72709 8.79477
62 C 3.31937 -31.16474 -1.12483
63 O 4.30083 -31.03961 -1.70983
64 N 2.43487 -32.03368 -1.45675
65 N 3.01830 -30.59401 -0.00519
66 H 1.56361 -32.02947 -0.94586
67 H 2.51104 -32.63721 -2.26301
68 H 2.17005 -30.85447 0.47724
69 H 3.63563 -29.88917 0.37192

**Total charge**: -1
**Orbital gap**: 8.797 eV
**Spin multiplicity**: 1
**Energy**: -2563.1444 a.u.



Entry 3:
ORCA calculation (ωB97M-V/def2-TZVPD) on a structure of composition C8H32FN16O8Zn in a non-equilibrium geometry.

Geometry (Å):
1 Zn 1.07150 1.16001 0.61636
2 F 0.20056 -0.42239 -0.13414
3 C -0.47371 1.04087 3.45626
4 O 0.16854 0.83165 2.38281
5 N 0.11361 1.60257 4.58355
6 N -1.82181 0.70977 3.56096
7 H -0.43958 1.82361 5.38445
8 H 1.09297 1.77786 4.64539
9 H -2.19346 0.43758 4.45233
10 H -2.36213 0.36961 2.77652
11 C 1.75240 2.27284 -2.18814
12 O 2.05206 1.68940 -1.10062
13 N 1.37275 1.53571 -3.31320
14 N 1.64793 3.66956 -2.27706
15 H 1.05210 1.97331 -4.14521
16 H 1.51943 0.53872 -3.24528
17 H 1.69559 4.16778 -1.41555
18 H 1.04497 3.99027 -3.00312
19 C 0.88110 -3.59661 2.02685
20 O 1.44438 -4.63325 2.37166
21 N 0.16933 -2.80587 2.96062
22 N 0.89036 -3.17414 0.69491
23 H -0.30844 -1.96673 2.71642
24 H 0.25732 -3.02035 3.93179
25 H 1.28880 -3.85482 0.07516
26 H 0.59501 -2.27672 0.32224
27 C 3.26414 -0.75358 1.80970
28 O 2.77584 0.07964 0.95076
29 N 3.73540 -1.97607 1.43168
30 N 3.28769 -0.46447 3.19719
31 H 4.16313 -2.56849 2.09829
32 H 3.54662 -2.24340 0.46863
33 H 3.20814 0.49363 3.46961
34 H 3.73479 -1.09887 3.82099
35 C -2.70043 0.41837 -3.32364
36 O -3.68589 0.52007 -4.09732
37 N -1.60220 -0.47504 -3.61635
38 N -2.62957 1.19738 -2.11339
39 H -0.92938 -0.65810 -2.88996
40 H -1.53476 -0.86737 -4.52719
41 H -3.49874 1.66807 -1.91353
42 H -1.93545 1.16133 -1.39979
43 C -3.64905 -0.57303 0.30693
44 O -3.61781 0.64787 0.61982
45 N -4.87009 -1.27731 0.25485
46 N -2.45854 -1.25510 -0.03654
47 H -5.71915 -0.81611 0.49808
48 H -4.88411 -2.18200 -0.16071
49 H -1.60557 -0.71360 -0.21329
50 H -2.57533 -2.09818 -0.56662
51 C 2.50562 -2.81506 -2.78163
52 O 2.62902 -3.28929 -1.62353
53 N 1.93251 -1.53505 -3.02722
54 N 2.89398 -3.54570 -3.92895
55 H 1.71144 -0.94055 -2.24034
56 H 1.81278 -1.19811 -3.95231
57 H 2.75765 -3.11268 -4.80608
58 H 3.17580 -4.49325 -3.81987
59 C -1.14145 3.49059 0.55851
60 O -0.33911 2.59708 0.12456
61 N -2.35199 3.19207 1.16436
62 N -0.84873 4.86655 0.50135
63 H -2.59589 3.82526 1.90351
64 H -2.78585 2.27301 1.13644
65 H -0.17713 5.31322 -0.07639
66 H -1.70989 5.36603 0.66346

**Total charge**: +1
**Orbital gap**: 8.547 eV
**Spin multiplicity**: 1
**Energy**: -3681.4419 a.u.



Energy relative to the best compared isomer or geometry (same formula, charge and spin) / eV: 4.428; 7.620; 0.787
LUMO level / eV: 1.8160; 2.0603; -2.5055